{"formula": "C15H27N3O2", "method": "ωB97M-V/def2-TZVPD", "orbital_gap_ev": 8.672, "energy_ha": -901.88370, "molar_mass_g_mol": 281.4, "largest_force_ev_per_a": 15.0, "de_lowest_kcal_mol": 424.6, "smiles": "CC(C)CCN1CCN(Cc2ccon2)C[C@@H]1CCO", "e_homo_ev": -7.96, "species": ["C", "H", "H", "C", "C", "H", "H", "H", "C", "H", "C", "N", "C", "H", "H", "C", "N", "C", "H", "C", "C", "H", "H", "C", "O", "H", "H", "H", "H", "H", "C", "C", "N", "O", "C", "C", "H", "H", "H", "H", "H", "H", "H", "H", "H", "H", "H"], "coordinates": [[2.248, 0.815, -4.553], [3.163, 0.496, -4.258], [2.185, 1.946, -4.548], [1.195, 0.521, -3.503], [1.049, -0.818, -3.560], [2.080, -1.530, -3.382], [0.847, -1.458, -4.519], [0.240, -1.265, -2.790], [1.586, 1.033, -2.262], [2.539, 0.463, -1.816], [0.440, 0.832, -1.139], [0.144, -0.368, -0.749], [1.250, -0.627, 0.356], [2.162, -0.661, 0.117], [1.031, -1.822, 0.376], [1.031, -0.353, 1.751], [-0.304, -0.489, 2.188], [-1.278, -0.005, 1.187], [-2.528, -0.210, 1.611], [-1.068, -0.677, -0.188], [-1.502, -2.003, -0.317], [-0.696, -2.766, -0.953], [-1.418, -2.590, 0.779], [-2.773, -2.508, -0.796], [-4.184, -1.786, -0.055], [-3.870, -0.867, 0.127], [-2.802, -1.803, -1.817], [-3.168, -3.488, -0.806], [-1.638, -0.107, -0.966], [-1.210, 1.111, 1.225], [-0.879, -0.287, 3.535], [-0.586, 1.277, 3.831], [-1.259, 2.129, 3.441], [-0.650, 3.414, 3.853], [0.350, 3.077, 4.661], [0.353, 1.553, 4.815], [1.106, 1.278, 5.270], [0.946, 3.677, 5.239], [-1.831, -0.552, 3.696], [-0.154, -1.069, 4.098], [1.736, -0.777, 2.624], [1.233, 0.567, 1.739], [-0.274, 1.399, -1.619], [1.018, 1.719, -0.335], [1.911, 2.013, -2.425], [0.248, 1.023, -3.647], [1.982, 0.546, -5.513]], "mulliken_charge": [-1.85, 0.49, 0.36, 1.11, -0.89, 0.20, 0.34, 0.02, -1.07, 0.13, -0.95, 0.80, -2.10, 1.09, 0.25, -0.52, 0.24, -1.28, -0.01, 0.75, -0.64, 0.19, 0.23, -0.55, -0.62, 0.34, 0.18, 0.42, 0.39, 0.37, -1.10, 0.94, -0.31, -0.28, -0.27, -0.98, 0.55, 0.49, 0.45, 0.35, 0.34, 0.69, 0.60, 0.03, 0.51, 0.08, 0.50]}

---

{"formula": "C15H27N3O3Pb", "method": "ωB97M-V/def2-TZVPD", "orbital_gap_ev": [3.418, 2.781], "total_charge": 2, "energy_ha": -1169.68597, "molar_mass_g_mol": 504.6, "largest_force_ev_per_a": 6.7, "de_lowest_kcal_mol": 0.0, "e_homo_ev": [-11.84, -11.55], "species": ["C", "C", "H", "H", "C", "C", "H", "H", "C", "H", "H", "H", "C", "H", "H", "H", "Pb", "O", "C", "O", "C", "O", "N", "C", "C", "H", "H", "H", "H", "C", "C", "H", "H", "H", "N", "C", "C", "C", "N", "H", "H", "H", "H", "H", "H", "H", "H", "H", "H"], "coordinates": [[-4.406, -0.842, -1.569], [-3.889, -1.697, -2.447], [-4.293, 0.213, -1.729], [-4.607, -1.009, -0.529], [-2.749, -2.398, -2.788], [-1.472, -2.203, -2.357], [-0.940, -1.200, -2.399], [-0.817, -3.107, -2.100], [-5.188, -2.002, -3.135], [-5.967, -1.306, -2.820], [-5.534, -3.003, -2.843], [-5.021, -1.823, -4.200], [-3.088, -3.547, -3.719], [-3.379, -3.116, -4.688], [-3.920, -4.109, -3.267], [-2.270, -4.249, -3.864], [2.693, 0.881, 1.060], [0.653, 0.753, 1.574], [-0.223, -0.026, 2.057], [2.409, -0.795, 2.675], [1.466, -1.617, 2.676], [1.655, -2.898, 3.068], [0.145, -1.375, 2.355], [0.388, -3.622, 3.038], [-0.573, -2.745, 2.314], [0.104, -3.806, 4.070], [0.614, -4.575, 2.564], [-1.565, -2.704, 2.738], [-0.658, -3.102, 1.285], [-1.529, 0.395, 1.926], [-1.765, 1.648, 1.381], [-2.421, -0.224, 2.059], [-1.514, 1.028, 0.392], [-2.897, 1.798, 1.066], [2.722, 3.366, 1.654], [3.107, 4.579, 0.833], [4.559, 4.611, 0.382], [5.234, 3.312, -0.042], [4.344, 2.344, -0.734], [3.285, 3.366, 2.511], [1.750, 3.474, 1.970], [2.423, 4.639, -0.021], [2.925, 5.468, 1.456], [4.625, 5.321, -0.456], [5.174, 5.062, 1.173], [6.065, 3.556, -0.723], [5.682, 2.804, 0.825], [4.906, 1.660, -1.249], [3.755, 2.822, -1.423]], "mulliken_charge": [-1.03, 0.71, 0.31, 0.27, 1.08, -1.15, 0.27, 0.27, -1.50, 0.38, 0.36, 0.37, -1.22, 0.30, 0.31, 0.40, 1.37, -0.54, 0.81, -0.70, 0.50, -0.30, 0.14, -0.42, -0.34, 0.27, 0.35, 0.41, 0.21, -0.22, -0.87, 0.38, 0.23, 0.30, -0.53, -0.75, -0.48, -0.68, -0.49, 0.32, 0.31, 0.39, 0.36, 0.33, 0.35, 0.38, 0.27, 0.27, 0.23]}

---

{"formula": "C15H27N3O4PdS3", "method": "ωB97M-V/def2-TZVPD", "orbital_gap_ev": [8.203, 6.903], "energy_ha": -2375.39035, "molar_mass_g_mol": 516.0, "largest_force_ev_per_a": 2.5, "de_lowest_kcal_mol": 1.5, "s_squared": 2.008, "multiplicity": 3, "e_homo_ev": [-7.78, -7.76], "species": ["Pd", "O", "N", "C", "C", "C", "C", "C", "S", "H", "H", "H", "H", "C", "S", "O", "O", "O", "H", "H", "H", "C", "C", "C", "C", "N", "C", "S", "N", "C", "C", "C", "C", "H", "H", "H", "H", "H", "H", "H", "H", "H", "H", "H", "H", "H", "H", "H", "H", "H", "H", "H", "H"], "coordinates": [[-0.838, -1.351, 1.572], [0.344, -2.363, -0.039], [-0.277, -3.452, -0.459], [0.472, -4.488, -0.884], [-0.091, -5.635, -1.378], [-1.482, -5.735, -1.418], [-2.238, -4.677, -0.974], [-1.638, -3.504, -0.498], [-2.556, -2.130, -0.043], [1.537, -4.331, -0.803], [0.542, -6.436, -1.729], [-1.958, -6.634, -1.783], [-3.318, -4.711, -0.981], [-1.202, -2.224, 5.626], [-0.945, -1.905, 3.888], [-1.377, -3.090, 3.137], [-1.768, -0.726, 3.552], [0.476, -1.616, 3.656], [-2.056, -2.891, 5.701], [-1.412, -1.266, 6.094], [-0.309, -2.683, 6.038], [-0.327, 2.876, -4.489], [-0.860, 3.183, -3.090], [-1.790, 2.094, -2.553], [-1.116, 0.722, -2.406], [0.159, 0.774, -1.693], [0.287, 0.877, -0.362], [-1.095, 0.955, 0.645], [1.547, 0.985, 0.100], [1.949, 1.056, 1.508], [1.779, 2.429, 2.165], [2.756, 3.509, 1.683], [2.436, 4.074, 0.298], [0.239, 3.719, -4.887], [-1.152, 2.666, -5.171], [0.333, 2.006, -4.481], [-1.410, 4.126, -3.114], [-0.027, 3.321, -2.395], [-2.642, 1.975, -3.229], [-2.175, 2.397, -1.581], [-0.925, 0.293, -3.388], [-1.775, 0.045, -1.862], [0.996, 0.760, -2.253], [2.283, 0.761, -0.551], [2.999, 0.764, 1.556], [1.383, 0.323, 2.075], [1.924, 2.274, 3.237], [0.757, 2.777, 2.030], [3.775, 3.110, 1.690], [2.728, 4.332, 2.401], [2.491, 3.304, -0.469], [3.140, 4.863, 0.030], [1.429, 4.496, 0.284]], "mulliken_charge": [-0.10, -0.69, 0.49, -0.20, -0.73, -0.14, -0.89, 0.81, -0.39, 0.42, 0.41, 0.38, 0.40, -1.11, 1.92, -0.66, -0.69, -0.72, 0.34, 0.34, 0.34, -1.21, -0.07, -0.59, -0.80, -0.12, 0.49, -0.34, -0.07, -0.53, -0.50, -0.62, -1.02, 0.38, 0.28, 0.27, 0.39, -0.04, 0.48, 0.26, 0.58, -0.04, 0.27, 0.30, 0.55, -0.01, 0.41, 0.27, 0.28, 0.34, 0.21, 0.42, 0.27]}

---

{"formula": "C15H27OSi", "method": "ωB97M-V/def2-TZVPD", "orbital_gap_ev": 7.545, "total_charge": 1, "energy_ha": -952.17185, "molar_mass_g_mol": 251.5, "largest_force_ev_per_a": 3.5, "e_homo_ev": -12.68, "species": ["C", "O", "C", "C", "C", "C", "C", "C", "C", "H", "H", "H", "H", "H", "H", "H", "H", "H", "C", "C", "C", "C", "C", "Si", "C", "C", "H", "H", "H", "H", "H", "H", "H", "H", "H", "H", "H", "H", "H", "H", "H", "H", "H", "H"], "coordinates": [[-3.419, -1.211, -0.941], [-2.168, -0.663, -1.303], [-1.737, 0.490, -0.657], [-1.162, 1.402, -1.699], [-1.166, 2.807, -1.566], [-0.373, 3.614, -2.381], [0.396, 3.021, -3.380], [0.299, 1.647, -3.671], [-0.525, 0.851, -2.848], [-3.462, -2.189, -1.432], [-3.549, -1.341, 0.164], [-4.284, -0.611, -1.306], [-2.458, 1.007, 0.023], [-1.712, 3.155, -0.690], [-0.329, 4.682, -2.178], [1.105, 3.628, -3.925], [0.910, 1.187, -4.470], [-0.544, -0.232, -3.013], [3.478, -0.343, 0.774], [2.031, -0.862, 0.620], [1.446, -0.406, -0.721], [2.053, -2.401, 0.692], [1.286, -0.249, 1.828], [-0.544, -0.433, 1.962], [-0.987, -2.248, 2.235], [-1.142, 0.605, 3.406], [-1.190, 0.164, 0.525], [3.893, -0.681, 1.747], [4.127, -0.724, -0.039], [3.490, 0.765, 0.755], [0.424, -0.800, -0.872], [1.412, 0.699, -0.790], [2.078, -0.799, -1.544], [1.037, -2.817, 0.586], [2.677, -2.780, -0.140], [2.495, -2.729, 1.654], [1.771, -0.620, 2.750], [1.464, 0.834, 1.852], [-0.294, -2.781, 2.934], [-1.998, -2.316, 2.684], [-1.006, -2.817, 1.286], [-0.645, 0.357, 4.369], [-0.947, 1.668, 3.184], [-2.228, 0.470, 3.534]], "mulliken_charge": [-0.67, -0.22, -0.62, 0.70, -0.41, -0.66, -0.31, -0.66, -0.05, 0.26, 0.26, 0.32, 0.58, 0.35, 0.40, 0.41, 0.38, 0.42, -1.84, 2.10, -1.66, -1.67, -1.15, 0.01, -1.13, -1.06, 0.28, 0.42, 0.41, 0.41, 0.24, 0.40, 0.50, 0.21, 0.46, 0.40, 0.57, 0.43, 0.40, 0.38, 0.36, 0.35, 0.35, 0.35]}

---

Copy entry 1 word for word.
{"formula": "C15H27N3O2", "method": "ωB97M-V/def2-TZVPD", "orbital_gap_ev": 8.672, "energy_ha": -901.88370, "molar_mass_g_mol": 281.4, "largest_force_ev_per_a": 15.0, "de_lowest_kcal_mol": 424.6, "smiles": "CC(C)CCN1CCN(Cc2ccon2)C[C@@H]1CCO", "e_homo_ev": -7.96, "species": ["C", "H", "H", "C", "C", "H", "H", "H", "C", "H", "C", "N", "C", "H", "H", "C", "N", "C", "H", "C", "C", "H", "H", "C", "O", "H", "H", "H", "H", "H", "C", "C", "N", "O", "C", "C", "H", "H", "H", "H", "H", "H", "H", "H", "H", "H", "H"], "coordinates": [[2.248, 0.815, -4.553], [3.163, 0.496, -4.258], [2.185, 1.946, -4.548], [1.195, 0.521, -3.503], [1.049, -0.818, -3.560], [2.080, -1.530, -3.382], [0.847, -1.458, -4.519], [0.240, -1.265, -2.790], [1.586, 1.033, -2.262], [2.539, 0.463, -1.816], [0.440, 0.832, -1.139], [0.144, -0.368, -0.749], [1.250, -0.627, 0.356], [2.162, -0.661, 0.117], [1.031, -1.822, 0.376], [1.031, -0.353, 1.751], [-0.304, -0.489, 2.188], [-1.278, -0.005, 1.187], [-2.528, -0.210, 1.611], [-1.068, -0.677, -0.188], [-1.502, -2.003, -0.317], [-0.696, -2.766, -0.953], [-1.418, -2.590, 0.779], [-2.773, -2.508, -0.796], [-4.184, -1.786, -0.055], [-3.870, -0.867, 0.127], [-2.802, -1.803, -1.817], [-3.168, -3.488, -0.806], [-1.638, -0.107, -0.966], [-1.210, 1.111, 1.225], [-0.879, -0.287, 3.535], [-0.586, 1.277, 3.831], [-1.259, 2.129, 3.441], [-0.650, 3.414, 3.853], [0.350, 3.077, 4.661], [0.353, 1.553, 4.815], [1.106, 1.278, 5.270], [0.946, 3.677, 5.239], [-1.831, -0.552, 3.696], [-0.154, -1.069, 4.098], [1.736, -0.777, 2.624], [1.233, 0.567, 1.739], [-0.274, 1.399, -1.619], [1.018, 1.719, -0.335], [1.911, 2.013, -2.425], [0.248, 1.023, -3.647], [1.982, 0.546, -5.513]], "mulliken_charge": [-1.85, 0.49, 0.36, 1.11, -0.89, 0.20, 0.34, 0.02, -1.07, 0.13, -0.95, 0.80, -2.10, 1.09, 0.25, -0.52, 0.24, -1.28, -0.01, 0.75, -0.64, 0.19, 0.23, -0.55, -0.62, 0.34, 0.18, 0.42, 0.39, 0.37, -1.10, 0.94, -0.31, -0.28, -0.27, -0.98, 0.55, 0.49, 0.45, 0.35, 0.34, 0.69, 0.60, 0.03, 0.51, 0.08, 0.50]}